1.
A 3-piece molecular cluster, C4H13NO2 overall in a non-equilibrium geometry. Source: the Open Molecules 2025 dataset; level of theory: wB97M-V/def2-TZVPD.

Structure (XYZ):
```
20
Properties=species:S:1:pos:R:3:nbo_charge:R:1
O -4.030 0.889 0.967 -0.940
O -0.540 -0.292 -4.562 -0.947
N 0.588 -0.469 -0.632 -0.368
C 1.156 -0.674 0.672 -0.265
C 2.004 0.438 1.277 -0.417
C 0.973 1.424 1.872 -0.614
C -0.361 -1.314 -0.879 -0.083
H -0.932 -1.231 -1.785 0.190
H 1.792 -1.548 0.463 0.194
H -3.441 1.287 1.559 0.468
H 0.475 0.843 2.763 0.189
H 0.371 -1.011 1.319 0.182
H -0.671 -1.189 -4.861 0.470
H -4.031 -0.094 1.119 0.473
H 0.043 0.185 -5.185 0.477
H 0.109 1.719 1.294 0.220
H 1.444 2.361 2.309 0.211
H 2.763 -0.033 1.943 0.213
H 2.710 0.968 0.588 0.216
H -0.423 -2.258 -0.243 0.131
```

## Properties
SMILES string: C=NCCC.O.O
Relative energy (zero: lowest compared OMol25 entry of this formula, charge and spin): 50.3 kcal per mole
Total charge: 0
Max |F|: 3.64 eV/Å
LUMO level: 0.77 eV
2S+1: 1
DFT total energy: -365.36232 Ha
HOMO energy: -9.54 eV

2.
A 2-piece molecular cluster, C4H13NO2 overall. Source: the Open Molecules 2025 dataset; level of theory: wB97M-V/def2-TZVPD.

Structure (XYZ):
```
20
Properties=species:S:1:pos:R:3:nbo_charge:R:1
O 0.608 -1.712 -0.232 -0.733
O 1.115 0.157 1.055 -0.739
N -0.878 0.676 -1.715 -0.857
C -2.032 1.749 0.250 -0.630
C -1.861 0.522 -0.647 -0.235
C 1.625 -0.905 0.278 0.376
C 2.531 -1.752 1.160 -0.632
H 0.215 0.328 0.791 0.468
H -1.246 1.273 -2.450 0.365
H -1.085 2.049 0.694 0.200
H 2.216 -0.469 -0.553 0.117
H 3.282 -1.116 1.616 0.216
H -1.573 -0.334 -0.031 0.186
H 3.006 -2.524 0.564 0.214
H -2.743 1.533 1.052 0.217
H -0.045 1.135 -1.360 0.354
H 1.929 -2.215 1.936 0.218
H 0.168 -1.259 -0.964 0.490
H -2.415 2.595 -0.330 0.206
H -2.815 0.269 -1.115 0.198
```

## Properties
SMILES string: CC(O)O.CCN
Relative energy (zero: lowest compared OMol25 entry of this formula, charge and spin): 8.7 kcal per mole
Total charge: 0
Max |F|: 0.77 eV/Å
LUMO level: 0.91 eV
2S+1: 1
DFT total energy: -365.42867 Ha
HOMO energy: -9.96 eV

3.
A 3-piece molecular cluster, C4H13NO2 overall in a non-equilibrium geometry. Source: the Open Molecules 2025 dataset; level of theory: wB97M-V/def2-TZVPD.

Structure (XYZ):
```
20
Properties=species:S:1:pos:R:3:nbo_charge:R:1
O 0.818 2.215 0.312 -0.968
O 0.418 1.068 2.903 -0.972
N -2.130 0.364 -0.300 -0.825
C -0.018 -0.889 -1.982 -0.660
C -0.999 -0.304 0.229 -0.024
C 1.191 -1.460 0.171 -0.624
C -0.019 -0.865 -0.497 -0.112
H -2.953 0.335 0.273 0.378
H 1.271 -2.509 -0.104 0.207
H 0.837 1.636 3.559 0.468
H -0.934 -0.307 1.306 0.219
H -0.410 -1.820 -2.405 0.219
H 1.125 -1.392 1.252 0.228
H -2.346 0.026 -1.226 0.366
H 0.556 1.518 2.056 0.495
H 0.657 2.809 -0.428 0.479
H 2.094 -0.909 -0.081 0.209
H -0.617 -0.136 -2.500 0.207
H 0.947 -0.754 -2.455 0.221
H 0.513 1.374 -0.082 0.488
```

## Properties
SMILES string: CC(C)=CN.O.O
Relative energy (zero: lowest compared OMol25 entry of this formula, charge and spin): 10.3 kcal per mole
Total charge: 0
Max |F|: 1.48 eV/Å
LUMO level: 0.78 eV
2S+1: 1
DFT total energy: -365.42600 Ha
HOMO energy: -8.14 eV